C43H91Br2ClF2N10O6P | ωB97M-V with the def2-TZVPD basis set

Computed properties:
Strongest force on any atom in eV/Å: 4.2
E_HOMO in eV: -10.27
Total charge: +1

Each line ends with the Löwdin charge.
Positions of all 156 atoms, in Å:
C (2.236, -0.457, 3.221)  -0.1314
C (2.956, -1.496, 2.273)  -0.2079
C (2.741, -0.998, 0.767)  -0.2180
C (4.057, -0.345, 0.146)  -0.1714
C (3.949, -0.548, -1.426)  -0.2004
C (2.851, 0.401, -2.075)  -0.1899
C (1.942, -0.359, -3.106)  -0.1937
C (0.929, -1.346, -2.365)  -0.1584
C (-0.214, -0.449, -1.759)  -0.1257
C (-1.653, -1.145, -1.754)  -0.2702
C (-2.075, -1.449, -3.244)  -0.3130
C (-1.575, -0.394, -4.312)  -0.0017
F (-1.702, -2.710, -3.708)  -0.0132
C (-1.706, -2.466, -0.874)  -0.1983
C (-0.706, -2.603, 0.333)  -0.1040
C (-0.391, -4.135, 0.696)  -0.2240
C (-0.809, -4.485, 2.193)  -0.5884
Br (0.525, -5.710, 3.033)  0.5961
N (-3.097, -2.346, -0.349)  -0.1341
P (-4.415, -3.008, -1.286)  0.7761
N (-4.823, -4.418, -0.625)  -0.2747
C (-3.143, -0.948, 0.030)  -0.2294
N (-3.710, -0.626, 1.160)  0.0116
C (-4.357, -1.637, 2.045)  -0.0545
C (-3.394, -2.247, 3.119)  -0.1329
F (-3.899, -1.935, 4.399)  -0.0587
C (-3.716, 0.776, 1.616)  -0.1015
C (-2.793, 1.016, 2.895)  -0.2055
C (-1.252, 0.976, 2.530)  -0.5398
Cl (-0.478, 2.445, 3.311)  0.5545
N (-2.453, -0.185, -0.944)  0.0328
C (-3.127, 0.955, -1.602)  -0.1169
C (-2.266, 2.272, -1.313)  -0.2452
C (-1.998, 3.155, -2.589)  -0.5422
Br (-0.026, 3.423, -2.809)  0.6639
H (2.196, 0.575, 2.791)  0.0695
H (1.155, -0.791, 3.290)  0.0467
H (2.616, -0.467, 4.268)  0.0622
H (2.361, -2.449, 2.341)  0.0872
H (4.033, -1.651, 2.506)  0.0980
H (2.565, -1.939, 0.174)  0.0857
H (1.885, -0.277, 0.689)  0.0906
H (4.060, 0.747, 0.373)  0.1188
H (4.939, -0.906, 0.531)  0.1082
H (3.745, -1.625, -1.685)  0.1055
H (4.915, -0.284, -1.942)  0.1075
H (3.368, 1.268, -2.560)  0.1087
H (2.178, 0.792, -1.271)  0.0959
H (1.343, 0.395, -3.684)  0.0881
H (2.518, -0.953, -3.863)  0.1173
H (0.596, -2.075, -3.143)  0.1092
H (1.455, -1.943, -1.577)  0.0868
H (-0.231, 0.577, -2.193)  0.0633
H (0.033, -0.313, -0.666)  0.1001
H (-3.202, -1.410, -3.299)  0.1127
H (-2.320, -0.439, -5.152)  0.1011
H (-1.594, 0.654, -3.913)  0.0616
H (-0.554, -0.685, -4.669)  0.0970
H (-1.628, -3.457, -1.376)  0.1471
H (0.297, -2.137, 0.155)  0.0789
H (-1.078, -2.149, 1.294)  0.0934
H (-0.866, -4.851, -0.016)  0.1118
H (0.722, -4.281, 0.671)  0.0843
H (-1.803, -5.001, 2.141)  0.0645
H (-0.848, -3.578, 2.842)  0.0375
H (-5.525, -2.133, -1.125)  0.0268
H (-4.086, -3.278, -2.646)  0.0383
H (-4.724, -5.119, -1.366)  -0.0207
H (-5.166, -1.073, 2.586)  0.1492
H (-4.907, -2.418, 1.454)  0.1108
H (-3.301, -3.354, 3.085)  0.1242
H (-2.409, -1.719, 3.026)  0.0981
H (-3.405, 1.536, 0.871)  0.0986
H (-4.759, 1.002, 1.971)  0.1466
H (-3.022, 2.075, 3.200)  0.1013
H (-3.078, 0.377, 3.763)  0.1087
H (-0.826, 0.029, 2.941)  0.0484
H (-1.052, 1.038, 1.433)  0.0582
H (-4.101, 1.116, -1.059)  0.1285
H (-3.392, 0.821, -2.673)  0.1211
H (-1.330, 1.965, -0.776)  0.0807
H (-2.828, 2.902, -0.566)  0.1080
H (-2.388, 4.181, -2.360)  0.0635
H (-2.462, 2.783, -3.529)  0.0614
C (3.624, 5.010, -3.755)  -0.3634
O (3.200, 4.329, -2.838)  -0.0488
N (3.482, 6.350, -3.858)  -0.1936
C (4.016, 7.099, -4.980)  -0.0558
C (2.773, 7.062, -2.810)  -0.0352
H (4.176, 4.568, -4.600)  0.1337
H (4.729, 7.838, -4.608)  0.0739
H (3.196, 7.609, -5.492)  0.0911
H (4.521, 6.438, -5.685)  0.0845
H (3.280, 6.901, -1.857)  0.0934
H (1.756, 6.672, -2.733)  0.0822
H (2.741, 8.127, -3.031)  0.0920
C (5.367, 0.063, 4.893)  -0.3547
O (4.662, 0.661, 4.101)  -0.0115
N (5.815, 0.559, 6.071)  -0.1955
C (6.654, -0.217, 6.963)  -0.0526
C (5.442, 1.910, 6.449)  -0.0395
H (5.707, -0.968, 4.702)  0.1397
H (6.151, -0.327, 7.927)  0.0897
H (7.604, 0.304, 7.108)  0.0896
H (6.850, -1.205, 6.549)  0.0883
H (4.354, 1.983, 6.504)  0.0926
H (5.799, 2.610, 5.690)  0.0909
H (5.875, 2.166, 7.415)  0.0880
C (-9.573, -3.046, 1.297)  -0.3631
O (-9.774, -2.263, 0.389)  0.0002
N (-8.575, -3.963, 1.334)  -0.1946
C (-8.396, -4.865, 2.455)  -0.0514
C (-7.657, -4.040, 0.212)  -0.0739
H (-10.214, -3.068, 2.193)  0.1369
H (-7.408, -4.705, 2.893)  0.0850
H (-8.473, -5.896, 2.103)  0.0930
H (-9.156, -4.692, 3.217)  0.0866
H (-7.160, -3.075, 0.089)  0.0476
H (-8.219, -4.262, -0.698)  0.0918
H (-6.914, -4.813, 0.380)  0.0545
C (9.259, -0.961, 2.109)  -0.3525
O (8.812, -1.657, 2.999)  0.0088
N (9.161, 0.390, 2.055)  -0.2018
C (9.717, 1.161, 0.961)  -0.0614
C (8.476, 1.082, 3.130)  -0.0384
H (9.796, -1.392, 1.249)  0.1316
H (10.456, 1.863, 1.354)  0.0893
H (8.915, 1.716, 0.467)  0.0876
H (10.198, 0.508, 0.233)  0.0834
H (8.981, 0.865, 4.074)  0.0939
H (7.449, 0.717, 3.192)  0.0756
H (8.475, 2.156, 2.953)  0.0899
C (7.981, 8.538, -3.249)  -0.3431
O (6.907, 8.956, -3.631)  0.0093
N (8.272, 7.232, -3.027)  -0.2012
C (9.577, 6.797, -2.571)  -0.0578
C (7.237, 6.244, -3.257)  -0.0459
H (8.829, 9.211, -3.047)  0.1337
H (10.006, 6.112, -3.306)  0.0900
H (9.470, 6.280, -1.614)  0.0886
H (10.246, 7.647, -2.443)  0.0850
H (6.916, 6.300, -4.300)  0.0868
H (6.382, 6.467, -2.615)  0.0909
H (7.608, 5.243, -3.041)  0.0894
C (-13.898, -5.356, -1.166)  -0.3550
O (-14.959, -5.489, -1.735)  0.0205
N (-12.772, -4.840, -1.722)  -0.2023
C (-11.535, -4.711, -0.979)  -0.0679
C (-12.813, -4.404, -3.105)  -0.0442
H (-13.761, -5.657, -0.114)  0.1296
H (-11.243, -3.661, -0.951)  0.0731
H (-10.756, -5.293, -1.480)  0.0876
H (-11.652, -5.077, 0.041)  0.0828
H (-13.570, -3.625, -3.216)  0.0941
H (-13.086, -5.248, -3.742)  0.0933
H (-11.841, -4.016, -3.408)  0.0842